1.
The following is a DFT calculation (ωB97M-V with the def2-TZVPD basis set) of a cluster of 7 separate species, C44H54F12N10O12S4 in total.

The value obtained for the highest occupied orbital energy is -0.556 hartree. As for the total charge: +4. As for the gap between HOMO and LUMO: 0.156 Ha. As for the spin multiplicity: 1.

Atoms and positions in Å:
N1 -6.60784 -8.60355 -18.61028
O1 -6.94689 -9.72518 -18.31113
O2 -5.85390 -8.46765 -19.46258
O3 -7.18257 -7.63017 -18.14033
C1 -10.43747 -9.60569 -15.92539
C2 -10.79343 -8.75446 -17.08664
C3 -12.25811 -8.66151 -17.30937
O4 -12.67504 -9.98297 -17.78366
C4 -14.00532 -10.07547 -18.16736
N2 -10.15064 -7.41185 -17.07659
H1 -10.57270 -6.78513 -17.74680
H2 -10.20201 -7.04445 -16.13719
H3 -9.23325 -7.47348 -17.49456
H4 -11.22683 -10.31262 -15.66995
H5 -10.33962 -8.97569 -15.04129
H6 -9.49687 -10.14595 -15.81820
H7 -10.39970 -9.22245 -17.98890
H8 -12.53437 -7.90760 -18.04653
H9 -12.77186 -8.61447 -16.34919
H10 -14.44253 -9.31529 -18.81471
H11 -14.48580 -10.02698 -17.19017
H12 -14.08091 -11.05708 -18.63516
C5 -13.02249 -15.16406 -17.05529
N3 -12.32198 -14.46505 -18.11607
C6 -12.61452 -14.45786 -19.46585
C7 -11.83199 -13.67175 -20.29997
C8 -10.78661 -12.86896 -19.77933
C9 -10.59328 -12.81646 -18.38818
C10 -11.35850 -13.63255 -17.60755
C11 -9.99839 -12.02684 -20.71396
C12 -8.77464 -11.46343 -20.30832
C13 -7.94473 -10.83401 -21.28155
N4 -8.47500 -10.47394 -22.47973
C14 -9.70562 -10.84554 -22.77888
C15 -10.53520 -11.58560 -21.93964
C16 -7.73841 -9.62680 -23.48197
H13 -13.65324 -15.97752 -17.41380
H14 -13.68358 -14.40651 -16.63436
H15 -12.36200 -15.53827 -16.27310
H16 -13.45511 -15.07757 -19.74110
H17 -11.83977 -13.99769 -21.32959
H18 -9.91243 -12.16521 -17.86026
H19 -11.22950 -13.76073 -16.54297
H20 -8.39457 -11.85084 -19.37459
H21 -6.90438 -10.61587 -21.09055
H22 -10.17483 -10.34130 -23.61073
H23 -11.57808 -11.63585 -22.21583
H24 -8.58861 -9.01089 -23.77506
H25 -7.67851 -10.23695 -24.38321
H26 -6.79780 -9.20142 -23.13211
C17 -3.82373 -6.91952 -17.24332
N5 -3.74634 -8.38441 -17.13463
C18 -4.34273 -8.97523 -16.06782
C19 -4.56748 -10.38622 -16.06226
C20 -4.03818 -11.09742 -17.08653
C21 -3.29798 -10.54502 -18.12207
C22 -3.23496 -9.16698 -18.13204
C23 -4.52347 -12.54045 -17.37938
C24 -5.21940 -12.89793 -18.51774
C25 -5.58156 -14.23954 -18.71959
N6 -5.14093 -15.19605 -17.82920
C26 -4.54164 -14.88382 -16.65526
C27 -4.26122 -13.53617 -16.45146
C28 -5.40527 -16.63797 -18.08993
H27 -3.05370 -6.38651 -16.68559
H28 -4.76048 -6.57722 -16.80352
H29 -3.88217 -6.66832 -18.30237
H30 -4.84170 -8.28432 -15.40444
H31 -5.16263 -10.84025 -15.28377
H32 -2.71362 -11.17039 -18.78074
H33 -2.74451 -8.62351 -18.92609
H34 -5.55111 -12.12517 -19.19539
H35 -6.04418 -14.54690 -19.64583
H36 -4.34866 -15.64344 -15.91220
H37 -3.95016 -13.27557 -15.45059
H38 -6.43181 -16.68094 -18.45388
H39 -5.33991 -17.25022 -17.19049
H40 -4.65003 -17.02902 -18.77168
C29 -2.22347 -6.09002 -24.95005
N7 -3.25715 -5.61821 -24.04612
C30 -3.85347 -6.52682 -23.17347
C31 -4.77314 -6.05867 -22.13144
C32 -4.94179 -4.61552 -21.96094
C33 -4.33791 -3.79047 -22.96809
C34 -3.57202 -4.33862 -23.93090
C35 -5.82038 -4.12791 -20.91895
C36 -6.80155 -4.93224 -20.23498
C37 -7.61933 -4.41799 -19.19585
N8 -7.45622 -3.15041 -18.77414
C38 -6.60345 -2.28998 -19.39741
C39 -5.75665 -2.75542 -20.45181
C40 -8.46550 -2.61713 -17.84446
H41 -1.69057 -6.96185 -24.57054
H42 -1.50896 -5.27806 -25.08530
H43 -2.69530 -6.47303 -25.85492
H44 -3.48712 -7.54224 -23.20675
H45 -5.16132 -6.84363 -21.49933
H46 -4.53148 -2.72798 -22.97570
H47 -3.14534 -3.77048 -24.74427
H48 -6.76328 -5.97152 -20.52626
H49 -8.29238 -5.08524 -18.67798
H50 -6.61077 -1.27002 -19.04242
H51 -5.18259 -1.99863 -20.96575
H52 -7.85823 -2.25150 -17.01642
H53 -9.08226 -3.40584 -17.41361
H54 -9.06457 -1.88394 -18.38451
C41 -12.53380 -3.94826 -16.86007
F1 -13.76865 -3.61521 -16.32375
F2 -11.71410 -2.90556 -16.93234
F3 -11.94631 -4.86913 -16.18686
S1 -12.86005 -4.74574 -18.69048
O5 -13.99645 -5.64192 -18.57343
O6 -13.06482 -3.59969 -19.57328
N9 -11.38542 -5.69376 -19.05698
S2 -11.27158 -5.63242 -20.55438
O7 -12.49742 -5.79172 -21.34779
O8 -10.31166 -4.60657 -20.94115
C42 -10.22928 -7.30110 -20.92711
F4 -10.84033 -8.48743 -20.46358
F5 -10.11450 -7.43417 -22.31039
F6 -8.94622 -7.20226 -20.37151
C43 -7.22784 -6.58287 -14.23961
F7 -7.16818 -6.97562 -12.93587
F8 -6.12129 -5.92324 -14.38784
F9 -7.28371 -7.58072 -15.16632
S3 -8.84340 -5.44117 -14.54554
O9 -8.66598 -4.42175 -13.51273
O10 -8.57240 -5.03440 -15.94568
N10 -10.30269 -6.43263 -14.38749
S4 -10.88945 -6.00976 -13.11103
O11 -10.11461 -6.44129 -11.97710
O12 -11.30136 -4.60714 -13.05302
C44 -12.58368 -7.11950 -12.91830
F10 -12.59601 -8.12418 -13.72619
F11 -12.66509 -7.60016 -11.64424
F12 -13.68928 -6.36772 -13.13905

Mulliken atomic charge list, values in e, 99 entries:
1 N 0.613
2 O -0.529
3 O -0.409
4 O -0.924
5 C -1.585
6 C 2.137
7 C -1.299
8 O 0.059
9 C -0.893
10 N 3.483
11 H -0.412
12 H -0.133
13 H -0.831
14 H 0.462
15 H 0.159
16 H 0.022
17 H -0.456
18 H 0.420
19 H 0.418
20 H 0.315
21 H 0.364
22 H 0.165
23 C -0.831
24 N 0.039
25 C -0.529
26 C -0.949
27 C 1.189
28 C -0.153
29 C -0.606
30 C 0.643
31 C -0.226
32 C -0.534
33 N 0.110
34 C -0.355
35 C -0.651
36 C -0.813
37 H 0.317
38 H 0.423
39 H 0.303
40 H 0.488
41 H 0.525
42 H 0.142
43 H 0.431
44 H 0.374
45 H 0.637
46 H 0.391
47 H 0.559
48 H 0.319
49 H 0.418
50 H 0.242
51 C -0.583
52 N 0.194
53 C -0.601
54 C -0.575
55 C 0.907
56 C -0.814
57 C -0.475
58 C 0.317
59 C -0.383
60 C -0.467
61 N 0.040
62 C -0.278
63 C -0.618
64 C -0.942
65 H 0.363
66 H 0.042
67 H 0.295
68 H 0.553
69 H 0.536
70 H 0.595
71 H 0.526
72 H 0.483
73 H 0.590
74 H 0.427
75 H 0.511
76 H 0.374
77 H 0.364
78 H 0.343
79 C -0.887
80 N 0.096
81 C -0.601
82 C -0.531
83 C 1.127
84 C -1.021
85 C -0.267
86 C 0.704
87 C 0.002
88 C 0.312
89 N 0.248
90 C -0.522
91 C -0.919
92 C -0.711
93 H 0.339
94 H 0.389
95 H 0.345
96 H 0.437
97 H 0.506
98 H 0.455
99 H 0.496

2.
The following is a DFT calculation (ωB97M-V with the def2-TZVPD basis set) of a structure of composition C44H54N5O4SeTi.

The value obtained for the highest occupied orbital energy (alpha / beta) is -0.102 / -0.102 hartree. As for the total charge: -1. As for the gap between HOMO and LUMO (alpha / beta): 0.187 / 0.187 Ha. As for the spin multiplicity: 1.

Atoms and positions in Å:
Ti1 -2.17907 0.84798 0.25760
C1 -4.88232 -2.57675 -0.17201
C2 -4.75325 -2.66467 -1.60062
C3 -4.19603 -1.64691 -2.28634
C4 -3.78966 -0.45135 -1.58250
N1 -3.70448 -0.48995 -0.18476
C5 -4.31422 -1.51836 0.45807
C6 -3.55357 0.78690 -2.13694
C7 -3.70714 1.11637 -3.53438
C8 -3.67594 2.40169 -3.94348
C9 -3.48506 3.44025 -2.95643
C10 -3.30006 3.09268 -1.65306
N2 -3.23848 1.80226 -1.20784
C11 -3.21137 4.15983 -0.61331
C12 -2.22637 5.13748 -0.70737
C13 -2.18636 6.13373 0.25296
C14 -3.13382 6.12443 1.26260
C15 -4.08385 5.11246 1.26215
N3 -4.13374 4.15017 0.35127
H1 -5.33734 -3.36721 0.40677
H2 -5.08175 -3.55658 -2.11928
H3 -4.06867 -1.70560 -3.35836
H4 -4.27469 -1.49196 1.53974
H5 -3.88878 0.31622 -4.24065
H6 -3.81548 2.66219 -4.98504
H7 -3.53677 4.48427 -3.23290
H8 -1.48821 5.08219 -1.49551
H9 -1.41470 6.89266 0.22163
H10 -3.13280 6.86634 2.04941
H11 -4.83501 5.06711 2.04346
C16 3.84970 -1.93870 4.81919
C17 2.94078 -2.96335 4.14179
C18 2.23479 -3.77830 5.23308
C19 3.82084 -3.90062 3.30356
C20 1.89404 -2.29674 3.25135
C21 1.80318 -0.92286 3.07502
C22 0.79706 -0.36656 2.29928
Se1 0.79814 1.52091 1.99445
C23 1.49149 1.38604 0.21092
C24 2.87570 1.48453 0.09925
C25 3.52764 1.31046 -1.10512
C26 2.72507 1.04529 -2.21239
C27 1.34309 0.95384 -2.16914
C28 0.68881 1.12448 -0.91220
O1 -0.63354 1.03458 -0.84881
C29 0.56155 0.74722 -3.46889
C30 -0.22744 2.02675 -3.76375
C31 -0.37330 -0.46484 -3.39206
C32 1.49042 0.50154 -4.66218
C33 5.04342 1.39494 -1.26190
C34 5.39721 2.54864 -2.20968
C35 5.74446 1.63913 0.07356
C36 5.57782 0.08138 -1.84714
C37 -0.17486 -1.16383 1.67168
O2 -1.26918 -0.63261 1.15888
C38 0.01436 -2.56653 1.68059
C39 0.99828 -3.07442 2.52444
C40 -0.78021 -3.57029 0.82136
C41 -1.41769 -2.94844 -0.42414
C42 -1.87109 -4.22676 1.67317
C43 0.16710 -4.65943 0.28731
H12 4.57685 -2.45526 5.44982
H13 4.40149 -1.34498 4.08975
H14 3.28319 -1.25348 5.45081
H15 2.96556 -4.26173 5.88670
H16 1.59976 -3.13414 5.84268
H17 1.60307 -4.55412 4.80034
H18 4.59015 -4.36259 3.92790
H19 3.23640 -4.69902 2.84684
H20 4.31269 -3.34949 2.50098
H21 2.51328 -0.24976 3.53536
H22 3.43033 1.67717 1.00662
H23 3.21293 0.91395 -3.16756
H24 -0.90924 2.26944 -2.95381
H25 0.46209 2.86384 -3.89855
H26 -0.81515 1.91293 -4.67569
H27 -1.10823 -0.37053 -2.59975
H28 -0.90876 -0.56968 -4.33950
H29 0.20329 -1.37838 -3.22830
H30 2.13577 1.35707 -4.86872
H31 2.11838 -0.37924 -4.51785
H32 0.87738 0.33146 -5.54914
H33 5.02302 3.49492 -1.81714
H34 6.48012 2.62913 -2.33234
H35 4.95576 2.39991 -3.19530
H36 5.43608 2.58316 0.52388
H37 5.53689 0.84175 0.78793
H38 6.82454 1.67888 -0.08294
H39 5.15737 -0.11875 -2.83230
H40 6.66510 0.12282 -1.94764
H41 5.32257 -0.75861 -1.20003
H42 1.08260 -4.14997 2.60155
H43 -2.18784 -2.22597 -0.18849
H44 -0.66537 -2.44716 -1.03366
H45 -1.86720 -3.74501 -1.02299
H46 -2.56740 -3.47357 2.04474
H47 -2.43960 -4.94603 1.07868
H48 -1.44131 -4.74891 2.53106
H49 0.98200 -4.21055 -0.28246
H50 0.60325 -5.28199 1.06621
H51 -0.39219 -5.31858 -0.37990
N4 -3.66105 0.65753 2.42422
N5 -3.37698 1.82897 3.12925
C44 -2.38339 2.63957 2.58747
O3 -1.84782 3.50584 3.23889
O4 -2.14480 2.35795 1.33183
H52 -4.66094 0.55058 2.30728
H53 -3.23778 -0.16517 2.84675
H54 -3.38538 1.80254 4.14011

Mulliken atomic charge list, values in e, 99 entries:
1 Ti 0.208
2 C -0.816
3 C -0.781
4 C -0.780
5 C 0.657
6 N 0.686
7 C -0.156
8 C 0.240
9 C -0.605
10 C -1.299
11 C -0.042
12 C 0.813
13 N 0.994
14 C -0.209
15 C -0.670
16 C -0.622
17 C -0.433
18 C -0.361
19 N -0.443
20 H 0.409
21 H 0.403
22 H 0.331
23 H 0.218
24 H 0.257
25 H 0.395
26 H 0.440
27 H 0.441
28 H 0.398
29 H 0.370
30 H 0.403
31 C -2.075
32 C 1.957
33 C -1.694
34 C -1.611
35 C -0.189
36 C -0.168
37 C -0.346
38 Se 0.131
39 C -0.457
40 C -0.242
41 C -0.822
42 C -0.086
43 C -0.584
44 C 0.071
45 O 1.078
46 C 2.878
47 C -1.376
48 C -1.636
49 C -2.703
50 C 2.140
51 C -1.662
52 C -2.170
53 C -1.622
54 C -0.147
55 O 0.243
56 C -0.186
57 C -0.682
58 C 2.921
59 C -0.661
60 C -1.757
61 C -2.196
62 H 0.440
63 H 0.317
64 H 0.376
65 H 0.477
66 H 0.339
67 H 0.281
68 H 0.462
69 H 0.322
70 H 0.323
71 H 0.445
72 H 0.393
73 H 0.353
74 H -0.044
75 H 0.385
76 H 0.449
77 H -0.217
78 H 0.572
79 H 0.297
80 H 0.412
81 H 0.450
82 H 0.503
83 H 0.338
84 H 0.470
85 H 0.294
86 H 0.378
87 H 0.381
88 H 0.443
89 H 0.307
90 H 0.465
91 H 0.341
92 H 0.252
93 H -1.091
94 H 0.049
95 H 0.693
96 H 0.204
97 H 0.432
98 H 0.324
99 H 0.392

Computed ΔE to the lowest compared entry with this formula, charge and spin (kcal per mole) in order:
122.5 27.5
Computed E_tot (a.u.) in order:
-5948.84108 -5534.92597